# 1
{
  "formula": "C30H35Cl54NO2",
  "method": "ωB97M-V/def2-TZVPD",
  "fmax_ha_per_bohr": 0.115,
  "homo_lumo_gap_ha": 0.338,
  "e_homo_ha": -0.3294,
  "symbols": ["C", "C", "C", "C", "C", "C", "O", "O", "C", "C", "C", "C", "C", "C", "N", "H", "H", "H", "H", "H", "H", "H", "H", "H", "H", "H", "H", "H", "H", "H", "H", "H", "C", "Cl", "Cl", "Cl", "H", "C", "Cl", "Cl", "Cl", "H", "C", "Cl", "Cl", "Cl", "H", "C", "Cl", "Cl", "Cl", "H", "C", "Cl", "Cl", "Cl", "H", "C", "Cl", "Cl", "Cl", "H", "C", "Cl", "Cl", "Cl", "H", "C", "Cl", "Cl", "Cl", "H", "C", "Cl", "Cl", "Cl", "H", "C", "Cl", "Cl", "Cl", "H", "C", "Cl", "Cl", "Cl", "H", "C", "Cl", "Cl", "Cl", "H", "C", "Cl", "Cl", "Cl", "H", "C", "Cl", "Cl", "Cl", "H", "C", "Cl", "Cl", "Cl", "H", "C", "Cl", "Cl", "Cl", "H", "C", "Cl", "Cl", "Cl", "H", "C", "Cl", "Cl", "Cl", "H"],
  "xyz": [[0.753, 0.541, -1.855], [0.895, 1.971, -1.147], [0.340, 1.851, 0.365], [0.299, 3.209, -1.987], [-1.273, 3.135, -2.279], [-2.193, 3.521, -1.008], [-1.719, 4.270, -0.103], [-3.569, 3.075, -0.892], [-3.664, 1.932, 0.006], [-3.663, 0.611, -0.935], [-4.952, -0.105, -1.371], [-5.033, -1.380, -2.274], [-3.597, -1.841, -2.742], [-2.420, -1.001, -2.211], [-2.393, 0.129, -1.356], [0.161, -0.166, -1.161], [0.360, 0.564, -2.926], [1.809, 0.075, -1.915], [2.030, 2.169, -1.046], [0.913, 1.076, 0.999], [0.345, 2.895, 0.827], [-0.740, 1.471, 0.284], [0.823, 3.178, -3.026], [0.612, 4.232, -1.530], [-1.496, 3.961, -3.062], [-1.612, 2.155, -2.783], [-2.791, 1.934, 0.750], [-4.641, 1.928, 0.600], [-5.947, 0.326, -0.986], [-5.994, -1.913, -2.559], [-3.466, -2.750, -3.437], [-1.381, -1.356, -2.573], [2.335, 1.297, -5.254], [2.705, 2.266, -3.817], [2.510, -0.432, -4.905], [0.701, 1.646, -5.844], [3.044, 1.560, -6.034], [6.536, 2.672, -6.340], [6.897, 3.615, -4.889], [6.710, 0.941, -6.018], [4.905, 3.034, -6.926], [7.247, 2.950, -7.115], [2.115, -3.717, -1.400], [0.483, -4.378, -1.583], [2.348, -2.330, -2.472], [2.416, -3.255, 0.282], [2.829, -4.488, -1.677], [3.532, 3.833, 1.200], [2.998, 3.517, 2.857], [4.257, 2.377, 0.496], [2.180, 4.399, 0.208], [4.288, 4.615, 1.226], [-8.024, 0.642, -4.472], [-6.305, 0.765, -4.873], [-8.883, -0.303, -5.698], [-8.240, -0.078, -2.869], [-8.445, 1.646, -4.456], [6.060, -1.144, 0.896], [5.523, -1.463, 2.552], [6.796, -2.591, 0.191], [4.709, -0.586, -0.099], [6.812, -0.358, 0.926], [0.840, 0.361, 4.621], [-0.601, 0.803, 3.694], [2.000, -0.497, 3.596], [1.587, 1.797, 5.336], [0.537, -0.305, 5.427], [1.786, -7.345, 0.744], [3.075, -6.653, -0.250], [2.404, -7.773, 2.345], [0.423, -6.222, 0.886], [1.432, -8.253, 0.260], [-9.417, -4.129, -3.156], [-9.439, -5.146, -1.707], [-10.801, -3.027, -3.165], [-7.901, -3.223, -3.254], [-9.487, -4.775, -4.029], [3.696, 3.225, 8.496], [4.654, 4.518, 9.235], [2.945, 3.788, 6.997], [4.701, 1.803, 8.190], [2.907, 2.944, 9.191], [-2.818, 3.469, -6.821], [-3.371, 3.146, -5.172], [-2.067, 2.026, -7.518], [-4.163, 4.019, -7.830], [-2.072, 4.260, -6.784], [1.556, -11.272, 4.520], [2.521, -9.989, 5.265], [0.841, -10.711, 3.002], [2.543, -12.714, 4.248], [0.749, -11.533, 5.202], [-6.204, -6.727, -4.526], [-7.626, -6.286, -5.485], [-5.033, -7.604, -5.520], [-5.462, -5.287, -3.815], [-6.526, -7.381, -3.718], [-11.858, -3.357, 0.448], [-12.276, -1.651, 0.241], [-11.667, -3.747, 2.164], [-13.086, -4.393, -0.293], [-10.909, -3.541, -0.052], [3.681, 8.092, 8.213], [4.420, 9.664, 8.554], [2.553, 7.643, 9.500], [2.859, 8.118, 6.647], [4.471, 7.344, 8.174], [4.848, -2.218, 9.332], [4.263, -2.151, 7.663], [6.607, -2.027, 9.383], [4.059, -0.979, 10.318], [4.598, -3.194, 9.744], [3.497, 6.656, -4.831], [5.210, 6.807, -5.252], [2.633, 5.730, -6.067], [3.313, 5.902, -3.240], [3.067, 7.654, -4.787], [8.840, 1.593, 7.022], [7.962, 0.111, 7.428], [9.019, 1.750, 5.268], [8.015, 3.007, 7.692], [9.833, 1.535, 7.464]]
}

---

# 2
{
  "formula": "C30H35ClMoN3O3Sb",
  "method": "ωB97M-V/def2-TZVPD",
  "fmax_ha_per_bohr": 0.098,
  "homo_lumo_gap_ha": [0.218, 0.215],
  "e_homo_ha": [-0.2716, -0.2725],
  "symbols": ["Mo", "N", "C", "O", "C", "C", "N", "C", "N", "H", "H", "Cl", "C", "C", "O", "O", "H", "H", "C", "C", "C", "C", "C", "C", "C", "C", "C", "C", "C", "C", "C", "C", "C", "H", "H", "H", "H", "H", "H", "H", "H", "H", "H", "C", "C", "C", "Sb", "C", "C", "C", "C", "C", "C", "H", "H", "H", "H", "H", "H", "H", "H", "H", "H", "H", "H", "H", "H", "H", "H", "H", "H", "H", "H", "H"],
  "xyz": [[0.147, -0.435, 0.955], [1.236, -3.379, -1.179], [0.603, -2.217, -1.478], [0.394, -1.405, -0.486], [0.200, -1.841, -2.761], [-0.382, -0.569, -2.867], [-0.828, 0.491, -2.851], [0.415, -2.647, -3.881], [0.610, -3.327, -4.787], [1.319, -3.601, -0.188], [1.268, -4.119, -1.860], [-0.914, -0.562, 3.816], [-0.107, -2.123, 3.667], [0.780, -2.056, 2.403], [0.906, -3.090, 1.719], [1.521, -1.010, 2.315], [-0.868, -2.899, 3.568], [0.506, -2.289, 4.557], [-1.523, 0.546, 0.570], [-2.575, 1.129, 0.257], [-3.702, 1.830, -0.043], [-4.585, 1.450, -1.104], [-5.841, 2.058, -1.254], [-6.686, 1.685, -2.277], [-6.304, 0.706, -3.182], [-5.059, 0.103, -3.057], [-4.211, 0.459, -2.031], [-3.950, 3.027, 0.798], [-4.726, 2.922, 1.947], [-4.931, 4.023, 2.759], [-4.347, 5.239, 2.443], [-3.559, 5.347, 1.308], [-3.369, 4.251, 0.483], [-6.150, 2.817, -0.550], [-7.652, 2.159, -2.373], [-6.970, 0.417, -3.981], [-4.751, -0.645, -3.773], [-3.235, 0.004, -1.943], [-5.170, 1.971, 2.205], [-5.545, 3.935, 3.644], [-4.508, 6.102, 3.074], [-3.092, 6.289, 1.059], [-2.773, 4.341, -0.414], [-1.345, 3.324, 3.826], [0.169, 3.232, 3.876], [0.652, 2.618, 5.178], [0.841, 2.025, 2.109], [0.238, 3.428, 0.544], [0.764, 2.906, -0.783], [0.671, 4.859, 0.809], [3.005, 2.442, 1.961], [3.762, 1.132, 1.830], [3.555, 3.301, 3.087], [-1.705, 3.918, 4.665], [-1.796, 2.333, 3.888], [-1.681, 3.795, 2.904], [0.605, 4.226, 3.758], [0.297, 1.593, 5.283], [0.277, 3.194, 6.026], [1.740, 2.618, 5.228], [-0.853, 3.374, 0.526], [1.854, 2.958, -0.829], [0.365, 3.493, -1.608], [0.446, 1.864, -0.930], [1.753, 4.934, 0.889], [0.222, 5.234, 1.725], [0.355, 5.501, -0.010], [3.105, 2.996, 1.023], [3.656, 0.525, 2.728], [4.822, 1.324, 1.665], [3.379, 0.552, 0.986], [3.571, 2.754, 4.027], [2.968, 4.209, 3.217], [4.579, 3.591, 2.855]]
}

---

# 3
{
  "formula": "C30H35MnN3O2",
  "method": "ωB97M-V/def2-TZVPD",
  "fmax_ha_per_bohr": 0.022,
  "homo_lumo_gap_ha": [0.176, 0.257],
  "e_homo_ha": [-0.2014, -0.2761],
  "multiplicity": 6,
  "symbols": ["Mn", "C", "C", "C", "C", "N", "C", "C", "C", "C", "C", "C", "N", "H", "H", "H", "H", "H", "H", "H", "H", "C", "C", "C", "C", "C", "C", "C", "C", "C", "C", "C", "C", "O", "H", "H", "H", "H", "H", "H", "H", "H", "H", "H", "H", "H", "H", "H", "H", "H", "H", "C", "C", "O", "H", "H", "H", "N", "C", "C", "C", "C", "C", "C", "H", "H", "H", "H", "H", "H", "H"],
  "xyz": [[-0.082, -0.635, 0.707], [-0.331, -0.893, 5.144], [1.035, -0.871, 5.520], [1.983, -0.728, 4.551], [1.612, -0.574, 3.199], [0.284, -0.587, 2.841], [-0.637, -0.773, 3.824], [2.562, -0.404, 2.136], [3.952, -0.258, 2.323], [4.775, -0.141, 1.234], [4.225, -0.160, -0.060], [2.868, -0.290, -0.175], [2.047, -0.414, 0.886], [-1.122, -1.011, 5.873], [1.324, -0.983, 6.556], [3.031, -0.737, 4.818], [-1.669, -0.834, 3.500], [4.367, -0.224, 3.322], [5.843, -0.026, 1.374], [4.840, -0.069, -0.944], [2.382, -0.288, -1.143], [0.678, 2.423, -1.395], [-0.293, 2.026, -2.511], [-1.750, 2.108, -2.041], [-0.021, 0.688, -3.180], [0.110, 0.685, -4.565], [0.267, -0.485, -5.286], [0.284, -1.682, -4.592], [0.167, -1.736, -3.203], [0.156, -3.112, -2.559], [1.316, -3.355, -1.594], [-1.206, -3.423, -1.929], [0.009, -0.536, -2.485], [-0.161, -0.523, -1.146], [0.526, 3.474, -1.132], [1.719, 2.300, -1.707], [0.523, 1.834, -0.496], [-0.162, 2.771, -3.299], [-1.942, 1.353, -1.278], [-2.433, 1.929, -2.874], [-1.976, 3.091, -1.613], [0.080, 1.637, -5.087], [0.357, -0.467, -6.365], [0.398, -2.615, -5.135], [0.296, -3.821, -3.377], [1.267, -2.697, -0.734], [2.274, -3.181, -2.088], [1.305, -4.389, -1.235], [-1.451, -2.698, -1.154], [-1.219, -4.428, -1.490], [-1.996, -3.370, -2.682], [-0.742, -3.573, 1.508], [-1.262, -2.189, 1.212], [-2.423, -1.899, 1.353], [-1.496, -4.320, 1.249], [-0.572, -3.598, 2.588], [0.196, -3.781, 0.999], [-1.720, 1.141, 1.423], [-2.155, 2.472, 1.155], [-1.257, 3.527, 1.275], [-1.659, 4.819, 0.968], [-2.952, 5.067, 0.520], [-3.841, 4.010, 0.398], [-3.450, 2.718, 0.720], [-1.148, 1.114, 2.259], [-2.482, 0.481, 1.530], [-0.240, 3.327, 1.595], [-0.951, 5.634, 1.061], [-3.261, 6.075, 0.271], [-4.852, 4.189, 0.050], [-4.144, 1.891, 0.612]]
}